#i
Density functional theory data (the ωB97M-V functional and the def2-TZVPD basis) for a single C4H11NO3 molecule.

Computed properties:
highest occupied orbital energy = -8.6 eV
SMILES = C[N@H+](O)[C@@](C)([O-])CO
charge = 0
orbital gap = 9.26 eV

The geometry in XYZ format:
```
19
C4H11NO3 (the ωB97M-V functional and the def2-TZVPD basis)
C 2.11666 0.08302 -0.54118
N 0.85689 0.65199 -0.07580
O 1.09928 1.63303 0.90447
C -0.40750 -0.33885 0.54563
C -0.24656 -1.74653 0.03892
O -0.59751 -0.06472 1.73098
C -1.69997 0.51554 -0.55267
O -2.21225 1.54446 0.25182
H 2.77039 0.88318 -0.88759
H 2.59861 -0.45307 0.27786
H 1.91798 -0.59387 -1.36992
H -0.06089 0.98332 -0.71136
H 0.55936 1.31100 1.66867
H 0.58678 -2.22963 0.55113
H -1.14903 -2.29900 0.29489
H -0.10179 -1.78075 -1.03846
H -2.43123 -0.29353 -0.69210
H -1.55930 0.90838 -1.56884
H -2.03993 1.28602 1.17353
```

=====

#ii
Density functional theory data (the ωB97M-V functional and the def2-TZVPD basis) for 2 unconnected molecules or ions with the total composition C4H11NO3.

Computed properties:
highest occupied orbital energy = -9.6 eV
SMILES = COC(C)=O.CON
charge = 0
orbital gap = 10.58 eV

The geometry in XYZ format:
```
19
C4H11NO3 (the ωB97M-V functional and the def2-TZVPD basis)
C 0.54471 -1.95212 -0.89948
O 1.05835 -0.84523 -0.16737
C 0.89900 0.39729 -0.74476
C 1.84180 1.38466 -0.11285
O 0.36915 0.53845 -1.82436
H 0.80810 -2.84578 -0.33771
H 0.98428 -1.98335 -1.89872
H -0.53943 -1.85371 -0.99011
H 1.34210 1.84552 0.73708
H 2.74080 0.87877 0.22850
H 2.10021 2.17345 -0.81436
C -1.12878 -0.18305 1.75845
O -1.08440 0.89417 0.68501
N -2.09039 0.65926 -0.29847
H -0.82942 0.40721 2.61917
H -2.14693 -0.56290 1.84883
H -0.51939 -1.08261 1.67930
H -2.73492 1.44788 -0.26541
H -1.61483 0.68208 -1.20275
```

=====

#iii
Density functional theory data (the ωB97M-V functional and the def2-TZVPD basis) for 2 unconnected molecules or ions with the total composition C4H11NO3.

Computed properties:
highest occupied orbital energy = -9.5 eV
SMILES = O=CNCCCO.O
charge = 0
orbital gap = 10.08 eV

The geometry in XYZ format:
```
19
C4H11NO3 (the ωB97M-V functional and the def2-TZVPD basis)
O -0.14531 -3.45308 -0.47287
C -0.50841 -2.33666 -0.18896
N -0.46534 -1.32929 -1.11409
C -1.10238 -0.00622 -1.17872
C -0.66126 1.00646 -0.16476
C 0.83911 1.50067 -0.51958
O 0.90966 1.52013 -1.92685
H -0.88059 -2.08324 0.80490
H -0.05863 -1.61463 -1.98777
H -0.83683 0.31967 -2.16933
H -2.19748 -0.14829 -1.10167
H -0.62292 0.74235 0.89302
H -1.29355 1.90584 -0.22320
H 1.23087 2.37741 0.00674
H 1.46792 0.65342 -0.21726
H 0.52299 2.32354 -2.30141
O 1.27579 -0.12765 3.69850
H 0.60800 -0.82474 3.80214
H 1.91835 -0.42568 4.36119
```

=====

#iv
Density functional theory data (the ωB97M-V functional and the def2-TZVPD basis) for 2 unconnected molecules or ions with the total composition C4H11NO3.

Computed properties:
highest occupied orbital energy = -9.7 eV
SMILES = CC(C)NC(=O)O.O
charge = 0
orbital gap = 10.52 eV

The geometry in XYZ format:
```
19
C4H11NO3 (the ωB97M-V functional and the def2-TZVPD basis)
C 0.93655 0.63006 1.81849
C 1.39374 -0.21409 0.61322
C 1.45017 -1.77648 0.74913
N 0.76704 0.32446 -0.61636
C -0.59727 0.31097 -0.84161
O -1.52878 0.17870 -0.11736
O -0.67911 0.47857 -2.19515
H 1.68208 0.39308 2.62852
H -0.22000 0.35435 1.99354
H 1.13265 1.62971 1.71479
H 2.54757 0.01125 0.44387
H 0.45183 -2.19936 0.72614
H 2.00592 -1.79417 1.72545
H 1.99430 -2.21451 -0.03909
H 1.36527 0.46639 -1.40293
H -1.66234 0.51154 -2.54760
O -3.46406 1.07621 -1.82920
H -3.13396 0.69154 -1.01951
H -4.44161 1.14178 -1.80433
```

=====

Stability summary: most stable #iv, least stable #i.

=====

#i
Density functional theory data (the ωB97M-V functional and the def2-TZVPD basis) for 2 unconnected molecules or ions with the total composition C4H11NO3.

Computed properties:
highest occupied orbital energy = -10.2 eV
SMILES = C[C@@H](CO)NC=O.O
charge = 0
orbital gap = 10.81 eV

The geometry in XYZ format:
```
19
C4H11NO3 (the ωB97M-V functional and the def2-TZVPD basis)
C 0.46989 1.43251 0.84477
C -0.83861 0.89072 0.22819
C -0.78132 0.63851 -1.26073
O -1.32070 1.74250 -1.99891
N -1.23942 -0.33488 0.98360
C -0.53162 -1.48666 0.85180
O 0.32733 -1.70076 0.02354
H 0.56596 1.25284 1.91763
H 0.62680 2.51556 0.80042
H 1.31336 0.98430 0.31757
H -1.62623 1.60399 0.46915
H 0.28093 0.49264 -1.54631
H -1.12032 -0.30150 -1.68685
H -0.66510 2.42498 -1.95225
H -1.74586 -0.16355 1.83158
H -0.82913 -2.27228 1.57228
O 3.18873 -1.40087 0.40326
H 2.61926 -1.81071 -0.24050
H 2.55142 -0.93341 0.97598
```

=====

#ii
Density functional theory data (the ωB97M-V functional and the def2-TZVPD basis) for 2 unconnected molecules or ions with the total composition C4H11NO3.

Computed properties:
highest occupied orbital energy = -8.3 eV
SMILES = CCNCC(=O)O.O
charge = 0
orbital gap = 8.83 eV

The geometry in XYZ format:
```
19
C4H11NO3 (the ωB97M-V functional and the def2-TZVPD basis)
C -1.50677 -1.58706 -1.42206
C -1.17162 -0.44114 -0.39494
N 0.03118 -0.84294 0.30030
C 1.09635 0.19094 0.55057
C 1.50275 0.22430 1.92985
O 2.55869 0.53666 2.37503
O 0.51255 -0.19899 2.79354
H -2.65400 -1.47129 -1.52126
H -1.16963 -2.53875 -1.17047
H -0.96492 -1.27746 -2.27303
H -2.01359 -0.20273 0.32747
H -0.95050 0.51283 -0.88068
H -0.25715 -1.52478 1.02364
H 1.98486 -0.07852 -0.02724
H 0.79879 1.20237 0.17964
H 0.83861 -0.84957 3.33845
O 0.38110 2.39257 -1.75647
H 1.18244 2.83108 -1.98741
H -0.19913 3.12249 -1.38491
```

=====

Stability summary: most stable #i, least stable #ii.

=====

#i
Density functional theory data (the ωB97M-V functional and the def2-TZVPD basis) for 2 unconnected molecules or ions with the total composition C4H11NO3.

Computed properties:
highest occupied orbital energy = -9.9 eV
SMILES = CO[C@H](C)O.NC=O
charge = 0
orbital gap = 10.76 eV

The geometry in XYZ format:
```
19
C4H11NO3 (the ωB97M-V functional and the def2-TZVPD basis)
C -0.18006 -1.50651 -0.46916
O 0.17761 -0.73617 0.66272
C 1.47004 -0.15775 0.64419
C 1.58577 1.04131 -0.29752
O 2.47300 -1.09628 0.39053
H -1.08408 -2.04275 -0.18868
H 0.59451 -2.24091 -0.71217
H -0.38723 -0.87407 -1.33897
H 1.61580 0.16046 1.68414
H 1.38116 0.74772 -1.32368
H 0.87796 1.81319 -0.02079
H 2.59425 1.44132 -0.23058
H 2.56282 -1.21311 -0.56346
N -2.78436 0.37476 0.54270
C -1.85358 1.21089 0.04610
O -1.53250 1.27274 -1.11275
H -3.16870 -0.32715 -0.06931
H -2.90142 0.25562 1.53261
H -1.44098 1.87670 0.82412
```

=====

#ii
Density functional theory data (the ωB97M-V functional and the def2-TZVPD basis) for a single C4H11NO3 molecule.

Computed properties:
highest occupied orbital energy = -9.4 eV
SMILES = COC[C@H](C)N(O)O
charge = 0
orbital gap = 10.30 eV

The geometry in XYZ format:
```
19
C4H11NO3 (the ωB97M-V functional and the def2-TZVPD basis)
C -2.51874 -1.10437 0.13366
O -1.67875 -0.57110 -0.85863
C -0.17577 -0.86621 -0.70185
C 0.19979 0.24409 0.20450
C 0.14335 1.64665 -0.35091
N 1.75694 -0.32553 0.41782
O 2.59860 0.01899 -0.63818
O 2.20445 0.38293 1.57586
H -3.45159 -1.40149 -0.34958
H -2.73482 -0.36212 0.91071
H -2.11032 -1.99075 0.63790
H 0.23625 -0.76296 -1.70342
H -0.05634 -1.85523 -0.25524
H -0.22987 0.16362 1.20260
H 0.48279 1.68708 -1.38483
H 0.76713 2.30720 0.25418
H -0.88430 2.00120 -0.32170
H 2.58901 0.98682 -0.75400
H 2.86218 -0.19884 1.98109
```

=====

Stability summary: most stable #i, least stable #ii.

=====

#i
Density functional theory data (the ωB97M-V functional and the def2-TZVPD basis) for 2 unconnected molecules or ions with the total composition C9H11O3.

Computed properties:
highest occupied orbital energy = -4.2 eV
charge = -1
orbital gap = 7.53 eV

The geometry in XYZ format:
```
23
C9H11O3 (the ωB97M-V functional and the def2-TZVPD basis)
C -1.61111 2.92686 0.36545
C -2.30695 3.03887 -0.90203
O -2.29900 4.20651 -1.38806
O -2.72594 1.89876 -1.38948
H -0.74142 3.62044 0.36073
H -1.45578 1.87422 0.60852
H -2.25196 3.12627 1.20408
C 2.86119 -2.65657 0.30104
C -0.69048 -0.41456 -0.02787
C 0.16672 -0.41683 -1.18918
C -0.29066 -0.95133 1.24700
C 1.29504 -1.10051 -1.04914
C 0.96638 -1.56339 1.38624
C 1.68878 -1.69440 0.22261
O -1.96405 -0.05681 -0.10154
H -2.38403 0.72622 -0.83712
H -0.16838 0.18367 -2.11040
H -0.89993 -0.90860 2.07917
H 1.96114 -1.12885 -1.94589
H 1.24039 -1.81586 2.37501
H 2.55137 -3.68285 0.44052
H 3.63626 -2.51741 1.03514
H 3.42241 -2.69386 -0.68480
```

=====

#ii
Density functional theory data (the ωB97M-V functional and the def2-TZVPD basis) for 2 unconnected molecules or ions with the total composition C9H11O3.

Computed properties:
highest occupied orbital energy = -4.4 eV
charge = -1
orbital gap = 7.71 eV

The geometry in XYZ format:
```
23
C9H11O3 (the ωB97M-V functional and the def2-TZVPD basis)
C 4.35718 1.86538 0.23694
C 3.56787 1.05549 -0.69573
O 2.61511 0.41824 -0.22518
O 3.59881 1.30113 -1.87555
H 4.83605 2.52268 -0.55629
H 5.13993 1.32721 0.73391
H 3.57038 2.55033 0.81920
C -4.03022 0.12129 0.33881
C -0.32003 -0.02814 -0.10811
C -0.01980 -1.38934 -0.01505
C -1.59648 0.48854 -0.09815
C -2.61928 -0.42033 0.32095
C -0.99576 -2.22856 0.35695
C -2.39802 -1.77837 0.49698
O 1.22472 -1.70287 -0.29283
H 0.47422 0.57573 -0.50170
H -1.88826 1.54290 -0.17684
H -0.74712 -3.34774 0.36804
H 1.85599 -0.99058 -0.70244
H -4.20753 1.17409 0.16017
H -4.52596 -0.37679 1.14398
H -3.28938 -2.34292 0.86176
H -4.60243 -0.33735 -0.58983
```

=====

Stability summary: most stable #i, least stable #ii.

=====

#i
Density functional theory data (the ωB97M-V functional and the def2-TZVPD basis) for 2 unconnected molecules or ions with the total composition C4H8NO3.

Computed properties:
highest occupied orbital energy = -4.5 eV
charge = -1
orbital gap = 8.38 eV

The geometry in XYZ format:
```
16
C4H8NO3 (the ωB97M-V functional and the def2-TZVPD basis)
C 2.06813 1.30179 2.18944
C 0.74513 0.57112 1.94956
O -0.01340 1.20165 1.18035
O 0.52082 -0.58763 2.24662
H 2.75200 1.16105 1.39819
H 2.67059 0.92805 3.08775
H 1.77401 2.36597 2.29102
C 0.43635 -0.54418 -2.36177
C -1.05631 -0.61499 -1.91179
O -1.85694 -1.06856 -2.71430
N -1.28616 -0.38328 -0.57142
H -2.11638 -0.89004 -0.36954
H -0.66735 0.19446 0.00953
H 1.17196 -0.24808 -1.62977
H 0.59244 -0.09362 -3.24538
H 0.53631 -1.65089 -2.34990
```

=====

#ii
Density functional theory data (the ωB97M-V functional and the def2-TZVPD basis) for a gas-phase ion, C4H8NO3 (charge -1).

Computed properties:
highest occupied orbital energy = -4.2 eV
SMILES = CN[C@H](CO)C(=O)[O-]
charge = -1
orbital gap = 8.18 eV

The geometry in XYZ format:
```
16
C4H8NO3 (the ωB97M-V functional and the def2-TZVPD basis)
C -0.18486 -1.98852 -1.70580
N -0.71470 -0.73488 -1.26779
C -0.38565 -0.36872 0.10691
C -1.46927 0.52437 0.64152
O -1.09698 1.23037 1.81414
C 0.99720 0.37746 0.18321
O 1.38820 0.59290 1.36596
O 1.51580 0.74149 -0.88260
H -0.50499 -2.20736 -2.72489
H -0.63714 -2.78227 -1.12226
H 0.90139 -2.10819 -1.55479
H -0.41965 0.05186 -1.83109
H -0.30290 -1.28847 0.68513
H -1.80614 1.23099 -0.13041
H -2.34950 -0.08195 0.87196
H -0.11253 1.16506 1.87109
```

=====

#iii
Density functional theory data (the ωB97M-V functional and the def2-TZVPD basis) for 2 unconnected molecules or ions with the total composition C4H8NO3.

Computed properties:
highest occupied orbital energy = -4.5 eV
charge = -1
orbital gap = 8.22 eV

The geometry in XYZ format:
```
16
C4H8NO3 (the ωB97M-V functional and the def2-TZVPD basis)
C -0.39910 -2.33247 -0.02628
C -1.24305 -1.76319 -1.16334
O -1.68448 -2.44796 -2.07576
N -1.35113 -0.41291 -1.14347
H -0.50340 -1.65481 0.82144
H 0.64988 -2.43556 -0.29984
H -2.07628 -0.00260 -1.71683
H -1.05954 0.12350 -0.32987
H -0.79973 -3.31635 0.20074
C 2.37260 1.38499 0.62039
C 0.96880 1.85320 1.10496
O 0.01647 1.04781 0.95968
O 0.96398 2.94037 1.71362
H 2.39291 1.04520 -0.41685
H 2.62823 0.55218 1.28106
H 3.04139 2.21564 0.83729
```

=====

#iv
Density functional theory data (the ωB97M-V functional and the def2-TZVPD basis) for a gas-phase ion, C4H8NO3 (charge -1).

Computed properties:
highest occupied orbital energy = -2.8 eV
SMILES = O=C(O)NCCC[O-]
charge = -1
orbital gap = 6.42 eV

The geometry in XYZ format:
```
16
C4H8NO3 (the ωB97M-V functional and the def2-TZVPD basis)
O 2.76960 -1.06592 1.14892
C 1.64648 -0.61639 1.08850
O 1.43881 0.28117 2.09782
N 0.75128 -0.71291 0.01744
C -0.64665 -0.20628 -0.03652
C -0.76462 1.13507 -0.67785
C -1.96940 0.84503 -1.94645
O -2.90538 0.05963 -1.50499
H 0.81052 0.89337 1.81856
H 1.08379 -1.38858 -0.76272
H -0.94697 -0.26433 0.98390
H -1.39670 -0.89647 -0.64282
H -1.11219 1.93328 -0.01999
H 0.09797 1.38317 -1.21383
H -1.45390 0.31449 -2.74552
H -2.36064 1.87185 -2.03969
```

=====

Stability summary: most stable #iii, least stable #iv.